C20H32B2NaO20 as an isolated structure, computed with the ωB97M-V functional and the def2-TZVPD basis.

The value obtained for the HOMO-LUMO gap is 9.2 eV. The molecular weight is 637.07 g mol⁻¹. Its total energy is -2498.6786 hartree. The value obtained for the lowest unoccupied orbital energy is 1.50 eV. As for the multiplicity: 1. The total charge is -1.

Each line ends with the Mulliken charge.
Element x y z (Å)
Na 0.335 -0.020 -0.119  0.651
O 3.184 1.455 7.659  -0.660
C 3.581 1.219 6.495  0.596
O 2.920 0.722 5.512  -0.397
B 3.824 0.322 4.435  1.247
O 5.076 1.017 4.792  -0.550
C 5.031 1.338 6.053  0.544
O 5.951 1.770 6.732  -0.627
O 3.341 0.830 3.182  -0.571
C 3.096 -0.102 2.285  0.326
O 2.558 -0.036 1.137  -0.295
C 3.347 -1.464 3.089  0.582
O 3.805 -1.158 4.282  -0.502
O 3.030 -2.582 2.673  -0.636
O -1.668 -2.084 -0.565  -0.608
C -2.933 -2.074 -0.451  0.637
O -3.752 -2.127 -1.452  -0.553
B -5.111 -2.128 -0.921  1.024
O -4.972 -2.204 0.566  -0.409
C -3.723 -2.252 0.879  0.634
O -3.209 -2.289 2.007  -0.693
O -5.891 -0.931 -1.305  -0.484
C -7.202 -1.263 -1.558  0.522
O -8.192 -0.543 -1.535  -0.595
C -7.056 -2.853 -1.829  0.578
O -5.843 -3.259 -1.577  -0.514
O -8.005 -3.599 -2.093  -0.621
C -0.112 -1.059 4.212  -1.217
C -0.917 -0.031 3.311  0.504
C -0.317 1.371 3.384  -1.361
O -0.854 -0.537 1.969  -0.108
H -0.845 -1.828 4.459  0.408
H 0.253 -0.521 5.086  0.344
H 0.730 -1.563 3.738  0.178
H -1.986 -0.157 3.487  0.394
H 0.773 1.386 3.358  0.117
H -0.652 1.886 4.284  0.438
H -0.771 1.967 2.592  0.340
H -1.376 -1.338 1.885  0.006
C -3.686 1.267 -2.001  -1.539
C -2.432 1.281 -2.721  0.826
C -1.777 2.664 -2.558  -1.319
O -1.507 0.341 -2.232  -0.063
H -3.591 1.519 -0.944  0.251
H -4.205 0.340 -2.246  0.297
H -4.379 2.050 -2.307  0.495
H -2.673 0.973 -3.739  0.213
H -1.317 2.840 -1.586  0.221
H -2.558 3.414 -2.682  0.473
H -0.970 2.744 -3.287  0.278
H -1.941 -0.514 -2.184  0.065
C 1.309 -1.585 -3.704  -0.972
C 1.748 -2.373 -2.526  0.655
C 3.073 -3.059 -2.773  -1.733
O 1.748 -1.524 -1.508  -0.017
H 1.234 -2.180 -4.614  0.435
H 2.090 -0.844 -3.872  0.222
H 0.320 -1.134 -3.627  -0.030
H 0.984 -3.121 -2.314  0.194
H 2.854 -3.989 -3.297  0.447
H 3.619 -3.401 -1.893  0.412
H 3.723 -2.511 -3.455  0.382
H 2.635 -1.166 -1.425  -0.004
C 1.910 3.802 -2.586  -1.629
C 2.129 2.355 -2.197  0.997
C 3.560 1.953 -2.458  -1.276
O 1.839 2.025 -0.845  -0.097
H 1.794 4.035 -3.644  0.397
H 2.678 4.439 -2.147  0.414
H 1.006 4.253 -2.176  0.373
H 1.363 1.824 -2.762  -0.057
H 3.961 1.820 -3.463  0.377
H 3.638 0.892 -2.224  0.159
H 4.258 2.534 -1.856  0.356
H 2.117 2.754 -0.286  0.126